{"formula": "C60H152N4O18", "method": "ωB97M-V/def2-TZVPD", "lumo_ev": 0.08, "gap_ev": 8.02, "species": ["C", "C", "C", "C", "C", "C", "N", "O", "C", "C", "C", "H", "H", "H", "H", "H", "H", "H", "H", "H", "H", "H", "H", "H", "H", "H", "H", "H", "H", "H", "C", "C", "C", "C", "C", "C", "N", "O", "C", "C", "C", "H", "H", "H", "H", "H", "H", "H", "H", "H", "H", "H", "H", "H", "H", "H", "H", "H", "H", "H", "C", "C", "C", "C", "C", "C", "N", "O", "C", "C", "C", "H", "H", "H", "H", "H", "H", "H", "H", "H", "H", "H", "H", "H", "H", "H", "H", "H", "H", "H", "C", "C", "C", "C", "C", "C", "N", "O", "C", "C", "C", "H", "H", "H", "H", "H", "H", "H", "H", "H", "H", "H", "H", "H", "H", "H", "H", "H", "H", "H", "C", "C", "O", "H", "H", "H", "H", "H", "H", "C", "C", "O", "H", "H", "H", "H", "H", "H", "C", "C", "O", "H", "H", "H", "H", "H", "H", "C", "C", "O", "H", "H", "H", "H", "H", "H", "C", "C", "O", "H", "H", "H", "H", "H", "H", "C", "C", "O", "H", "H", "H", "H", "H", "H", "C", "C", "O", "H", "H", "H", "H", "H", "H", "C", "C", "O", "H", "H", "H", "H", "H", "H", "C", "C", "O", "H", "H", "H", "H", "H", "H", "C", "C", "O", "H", "H", "H", "H", "H", "H", "C", "O", "H", "H", "H", "H", "C", "O", "H", "H", "H", "H", "C", "O", "H", "H", "H", "H", "C", "O", "H", "H", "H", "H"], "xyz": [[-15.20239, 27.33699, 10.78680], [-14.46796, 26.59629, 9.65171], [-13.24977, 27.39435, 9.21883], [-12.00022, 27.22501, 10.08714], [-11.73477, 25.71043, 10.20558], [-12.90217, 24.87796, 10.82839], [-14.09550, 25.21596, 10.00895], [-15.17766, 24.38474, 10.20253], [-12.42531, 23.34252, 10.58349], [-13.00599, 25.14593, 12.26833], [-15.44840, 26.66794, 8.44548], [-15.48065, 28.34705, 10.48604], [-14.58695, 27.51632, 11.66838], [-16.04709, 26.78378, 11.19737], [-13.00166, 27.24547, 8.16794], [-13.50219, 28.45301, 9.27900], [-11.98855, 27.74432, 11.04540], [-11.15057, 27.67286, 9.57173], [-10.80750, 25.58471, 10.76457], [-11.61560, 25.35923, 9.18061], [-11.47343, 23.11172, 11.06178], [-13.10206, 22.67929, 11.12223], [-12.31559, 22.94004, 9.57648], [-12.12744, 24.80193, 12.81416], [-13.13798, 26.18040, 12.58544], [-13.80107, 24.55539, 12.72353], [-16.37396, 26.11929, 8.61992], [-15.07966, 26.14433, 7.56346], [-15.72170, 27.66908, 8.11212], [-15.46261, 24.68596, 11.06836], [-4.75831, 25.19600, 7.43102], [-4.64094, 25.78870, 6.02303], [-3.52013, 26.88897, 5.99371], [-2.07053, 26.35303, 5.79710], [-1.99834, 25.53074, 4.47836], [-3.06713, 24.37497, 4.48451], [-4.41231, 24.85471, 4.93424], [-5.40779, 23.84498, 4.81830], [-3.13956, 23.89669, 3.05294], [-2.61023, 23.21468, 5.33066], [-5.92900, 26.58711, 5.64734], [-3.81589, 24.91503, 7.90111], [-5.31426, 24.25923, 7.46949], [-5.25111, 25.97363, 8.01458], [-3.65697, 27.64821, 5.22368], [-3.55321, 27.47966, 6.90918], [-1.85204, 25.73655, 6.66906], [-1.32899, 27.14023, 5.93326], [-1.01963, 25.07110, 4.34067], [-2.30449, 26.24194, 3.71118], [-2.17952, 23.58044, 2.64499], [-3.77090, 23.02065, 2.90439], [-3.45672, 24.72968, 2.42555], [-3.17453, 22.32880, 5.03929], [-1.59852, 22.95521, 5.01889], [-2.60774, 23.49041, 6.38521], [-6.80814, 25.95028, 5.74560], [-5.87507, 26.97602, 4.63051], [-6.08669, 27.38252, 6.37574], [-5.13453, 23.18982, 5.46459], [-11.41821, 17.89918, 16.33683], [-11.13043, 19.29130, 16.98332], [-9.69042, 19.85087, 16.58268], [-9.74803, 20.47740, 15.13122], [-10.73088, 21.61963, 15.17048], [-12.15745, 21.14362, 15.47346], [-12.13984, 20.32177, 16.73399], [-13.47280, 19.96578, 17.08393], [-12.98769, 22.43485, 15.78918], [-12.81990, 20.37411, 14.26994], [-11.04493, 19.26061, 18.55891], [-12.41639, 17.50980, 16.53710], [-10.58947, 17.23177, 16.57320], [-11.44000, 17.98142, 15.25016], [-9.26453, 20.54456, 17.30760], [-9.09917, 18.93519, 16.58988], [-9.89927, 19.66857, 14.41636], [-8.80437, 20.92165, 14.81461], [-10.79141, 22.05682, 14.17384], [-10.49682, 22.37938, 15.91621], [-12.51826, 22.91331, 16.64872], [-13.04650, 23.14645, 14.96561], [-13.99950, 22.14721, 16.07487], [-12.90675, 20.94033, 13.34260], [-12.36235, 19.42752, 13.98230], [-13.80490, 20.00576, 14.55664], [-10.41380, 18.50525, 19.02709], [-12.00572, 19.07581, 19.03936], [-10.73747, 20.25737, 18.87519], [-13.74508, 19.28204, 16.46752], [-5.70931, 27.38290, 11.04348], [-5.64933, 28.91321, 10.79897], [-5.85010, 29.29295, 9.27173], [-7.29928, 29.22028, 8.77519], [-8.17193, 30.06053, 9.73607], [-8.09316, 29.80339, 11.25292], [-6.60636, 29.68697, 11.61091], [-6.47738, 29.59240, 12.99145], [-8.72708, 31.04421, 11.99130], [-8.93494, 28.48145, 11.58021], [-4.23207, 29.42754, 11.17873], [-6.67479, 26.93832, 10.80206], [-5.44879, 27.06878, 12.05419], [-4.97162, 26.86737, 10.42854], [-5.56569, 30.34382, 9.21817], [-5.13449, 28.75114, 8.65332], [-7.69209, 28.20631, 8.85060], [-7.33193, 29.57244, 7.74416], [-9.19128, 30.01982, 9.35221], [-7.94924, 31.10384, 9.51241], [-9.77900, 31.13055, 11.71906], [-8.63241, 30.99724, 13.07616], [-8.20453, 31.93733, 11.64868], [-8.65631, 27.68813, 10.88659], [-8.85851, 28.19890, 12.63018], [-9.99314, 28.69150, 11.42465], [-4.08543, 30.47951, 10.93390], [-3.40097, 28.85786, 10.76300], [-4.16923, 29.46698, 12.26621], [-6.73849, 28.69494, 13.21053], [-5.53636, 21.86214, 14.42287], [-5.21642, 22.63855, 15.70781], [-4.54264, 21.83926, 16.66455], [-6.21464, 21.06797, 14.73485], [-4.70995, 21.36639, 13.91357], [-5.96472, 22.38305, 13.56656], [-6.19512, 22.96587, 16.05870], [-4.57372, 23.49946, 15.52376], [-3.62227, 21.82273, 16.39210], [-8.66926, 25.00786, 13.19391], [-7.60022, 25.46862, 14.11767], [-7.70139, 26.85040, 14.39238], [-8.83756, 25.78319, 12.44650], [-9.54821, 24.91718, 13.83213], [-8.45606, 24.03452, 12.75202], [-6.57621, 25.35991, 13.76034], [-7.68492, 24.98842, 15.09253], [-8.30494, 26.90602, 15.13685], [-6.56990, 17.54198, 17.48238], [-5.93515, 18.77458, 16.80467], [-6.55677, 19.94988, 17.31260], [-6.33286, 17.50812, 18.54576], [-6.22719, 16.63221, 16.98947], [-7.65710, 17.55936, 17.40629], [-6.10481, 18.79026, 15.72806], [-4.85670, 18.87202, 16.92943], [-5.89612, 20.64636, 17.30397], [-8.20654, 25.57971, 8.60018], [-8.66198, 24.26644, 7.86903], [-9.71343, 23.68506, 8.53394], [-9.07319, 26.24035, 8.62405], [-7.41515, 26.03093, 8.00168], [-7.90286, 25.40730, 9.63272], [-7.80880, 23.60137, 7.73528], [-8.95081, 24.44669, 6.83357], [-10.52378, 23.77482, 8.02710], [-8.63420, 17.59459, 6.77483], [-9.63762, 16.51662, 6.45236], [-10.76360, 16.79744, 7.23109], [-7.73887, 17.39056, 6.18757], [-8.39392, 17.63280, 7.83732], [-8.93043, 18.61031, 6.51281], [-9.25772, 15.52569, 6.70104], [-9.89315, 16.55691, 5.39350], [-11.47088, 17.14213, 6.68107], [-6.60479, 20.60962, 8.38842], [-5.48684, 21.51563, 7.97387], [-5.55178, 21.61312, 6.57170], [-6.59104, 20.48605, 9.47132], [-6.48011, 19.61846, 7.95233], [-7.58849, 21.01095, 8.14474], [-4.54877, 21.03533, 8.25216], [-5.56440, 22.43893, 8.54798], [-5.33404, 20.78562, 6.13647], [-2.39849, 18.26741, 11.52887], [-3.59621, 19.24448, 11.47435], [-3.24281, 20.62113, 11.41842], [-2.71863, 17.24199, 11.34417], [-1.89109, 18.43577, 12.47876], [-1.65159, 18.36148, 10.74060], [-4.22851, 19.00974, 12.33062], [-4.21137, 19.07165, 10.59128], [-4.05237, 21.13371, 11.35947], [-8.15396, 17.41720, 13.64316], [-9.27571, 17.38846, 12.63728], [-8.74804, 17.28043, 11.32497], [-8.51611, 17.50760, 14.66726], [-7.50536, 18.27578, 13.46922], [-7.50543, 16.54118, 13.63324], [-9.85793, 18.30692, 12.56276], [-9.93968, 16.57231, 12.92211], [-9.33556, 17.68134, 10.68021], [-3.60725, 23.62287, 10.74169], [-5.05286, 23.58342, 11.20858], [-5.48373, 22.21622, 11.14587], [-2.98466, 22.99510, 11.37918], [-3.19060, 24.62874, 10.68957], [-3.49048, 23.17604, 9.75436], [-5.75923, 24.14377, 10.59610], [-5.14177, 24.10279, 12.16276], [-6.40091, 22.13915, 10.87302], [-11.38719, 20.27234, 8.03802], [-11.64935, 19.37918, 9.27702], [-10.51263, 18.52557, 9.49498], [-12.26961, 20.82048, 7.70794], [-11.08630, 19.68825, 7.16832], [-10.60487, 21.01306, 8.20361], [-12.51834, 18.73602, 9.13815], [-11.80186, 19.91130, 10.21600], [-10.56451, 17.82070, 8.84532], [-8.62694, 21.45289, 4.87002], [-9.48663, 21.13512, 3.80538], [-8.10223, 20.58415, 5.26758], [-7.82890, 22.10172, 4.50909], [-9.06673, 21.97504, 5.71975], [-9.26821, 20.24866, 3.50859], [-8.74093, 21.31756, 11.14419], [-8.26657, 22.49526, 10.62210], [-9.66773, 21.43545, 11.70565], [-8.76025, 20.59644, 10.32706], [-8.00065, 20.90180, 11.82776], [-8.78290, 22.80267, 9.87344], [-11.95718, 23.21785, 5.41939], [-12.02136, 23.64968, 6.74923], [-11.93449, 22.13085, 5.34169], [-12.85193, 23.44984, 4.84172], [-11.03138, 23.54320, 4.94490], [-12.86565, 23.34891, 7.09322], [-5.62118, 16.11070, 10.59785], [-6.08330, 17.45425, 10.35572], [-4.70140, 15.94608, 10.03661], [-5.33471, 15.94331, 11.63613], [-6.41149, 15.40946, 10.32996], [-6.98217, 17.48946, 10.69097]]}